Entry 1:
The following is a DFT calculation (ωB97M-V with the def2-TZVPD basis set) of C20H21NO8STi as an isolated structure.

Last column: natural (NBO) charge in e.
Geometry (Å):
H1 -0.07548 -1.14828 4.13850  0.22
C1 -2.15013 -0.90738 4.70920  -0.41
N1 1.68150 0.42506 0.50753  -0.51
Ti1 0.05266 -0.32227 -0.36993  1.59
C2 2.48894 -1.66131 0.17400  0.64
H2 -1.43077 1.57980 3.75280  0.24
H3 -0.69955 0.08559 -5.83221  0.21
C3 -3.68455 -0.10416 -4.30104  0.38
H4 1.16069 -0.34949 -5.47869  0.22
H5 -3.81291 -1.05778 3.26270  0.24
H6 2.24592 0.44560 -4.30861  0.25
O1 0.89512 -0.09507 -2.23347  -0.63
H7 -2.46639 -2.16668 2.94466  0.25
C4 1.74100 1.72634 0.82287  0.05
C5 -0.95125 -0.23357 -3.70580  -0.35
C6 4.08018 1.54419 1.27772  -0.26
H8 -3.99809 -0.44302 -2.19380  0.23
H9 2.92820 -3.44326 -0.13405  0.49
H10 4.92540 -0.39512 0.99519  0.22
H11 2.02072 -1.29348 -4.25869  0.25
H12 0.01365 1.00518 2.91191  0.26
H13 -5.87539 0.67990 -2.95972  0.18
C7 -2.73693 0.03009 -5.34065  -0.32
O2 1.28114 -1.92591 -0.18411  -0.68
C8 2.89690 2.33823 1.21695  -0.22
O3 -1.00970 -0.99977 1.37037  -0.95
C9 0.44739 -0.21441 -3.39779  0.63
H14 -0.31930 0.06628 5.39634  0.23
O4 3.39697 -2.65456 0.16740  -0.67
H15 -5.95152 -1.08584 -3.21651  0.18
O5 0.10508 3.47013 1.06421  -0.60
H16 -2.75422 -0.15854 5.22615  0.21
C10 -0.90378 0.69084 3.40125  -0.59
O6 -0.45553 1.53660 0.07441  -0.73
C11 -2.73353 -1.17942 3.32118  -0.60
C12 1.51335 -0.34624 -4.45580  -0.70
C13 0.38214 2.36369 0.65929  0.76
C14 -0.74546 -0.36057 4.48879  -0.42
H17 5.01266 2.00384 1.57490  0.21
H18 -2.16241 -1.81236 5.31615  0.23
C15 -3.29261 -0.31875 -3.00088  -0.42
O7 -1.61051 -0.65859 -1.43673  -0.73
S1 -1.93944 -0.05832 2.11893  1.27
C16 -1.41310 -0.04326 -5.03268  -0.10
H19 -6.92539 0.00683 -4.23076  0.20
H20 -3.08561 0.20031 -6.34830  0.23
C17 4.03744 0.22139 0.96054  -0.16
C18 -1.92001 -0.39558 -2.66070  0.56
O8 -4.97193 -0.01041 -4.69733  -0.48
H21 2.90044 3.38900 1.46324  0.23
C19 2.80116 -0.36162 0.56682  -0.08
C20 -5.98100 -0.10990 -3.70644  -0.26

Forces on atoms 1 to 2 (eV/Å):
H -0.001 -0.001 0.004
C -0.059 0.025 0.005

## Properties
energy above the lowest of the compared OMol25 structures with the same formula, charge and spin	0.0	kJ/mol
gap between HOMO and LUMO (alpha / beta)	5.5 / 5.6	eV
strongest force on any atom	1.9	eV Å⁻¹

---

Entry 2:
The following is a DFT calculation (ωB97M-V with the def2-TZVPD basis set) of one molecule with the formula C5H8S.

Last column: natural (NBO) charge in e.
Geometry (Å):
H1 -1.12265 -3.37457 -2.10992  0.12
C1 0.18173 1.19809 1.16676  0.02
H2 0.08308 3.18599 0.82113  0.24
C2 -0.37137 -1.12576 -1.44442  -0.49
C3 0.35760 2.55899 1.68900  -0.68
H3 1.40078 -1.25480 -0.07506  0.23
H4 0.04343 -0.30744 -1.99775  0.23
H5 1.27287 2.83200 2.15796  0.24
C4 0.10701 0.20771 0.52714  -0.06
H6 -0.52819 2.71923 2.37979  0.23
C5 0.20284 -1.09338 -0.02669  -0.48
S1 -0.03665 -2.66883 -2.37640  -0.05
H7 -0.16245 -1.89803 0.69377  0.24
H8 -1.42804 -0.97920 -1.40530  0.22

Forces on atoms 1 to 2 (eV/Å):
H -0.460 -0.011 0.300
C 0.951 2.295 0.855

## Properties
energy above the lowest of the compared OMol25 structures with the same formula, charge and spin	194.1	kJ/mol
gap between HOMO and LUMO	10.0	eV
strongest force on any atom	3.5	eV Å⁻¹

---

Entry 3:
The following is a DFT calculation (ωB97M-V with the def2-TZVPD basis set) of C33H32FN2O4TeZn as an isolated structure.

Last column: Mulliken charge in e.
Geometry (Å):
H1 0.43405 -0.59616 -4.48179  0.47
H2 2.32238 -1.70759 3.49813  0.53
O1 -1.98774 -0.28552 -1.00932  -0.68
C1 2.94906 1.70600 -1.58263  -0.99
C2 -1.26304 5.03040 0.79893  0.50
H3 3.81811 -2.09711 -0.41349  0.48
H4 3.24739 -1.78603 1.95131  0.22
O2 -1.36671 -4.56152 2.90214  -0.76
H5 3.84078 3.27599 -0.41721  0.41
H6 -0.22225 -0.33548 -2.78784  0.01
C3 -2.03236 7.16101 1.65765  -0.60
C4 -5.00306 -3.48668 0.81727  -0.35
N1 -2.51299 -2.40016 0.42553  0.59
C5 -2.64990 -3.33708 1.35755  0.36
C6 -1.30408 -3.66397 2.08233  0.14
C7 0.63571 -0.67908 -3.38290  -1.19
H7 0.73201 -1.79294 -3.21360  0.14
H8 1.49854 -2.17763 2.10989  -0.02
C8 1.95280 0.03366 -3.05033  0.49
O3 -0.35056 -2.95140 1.64697  -0.57
H9 -5.61090 -2.12871 -0.76422  0.50
H10 -1.81023 8.15295 1.94558  0.41
C9 2.72513 -5.19273 -1.35246  -0.62
H11 2.51297 0.52401 2.89038  0.57
C10 1.72547 -2.53719 -0.84947  1.03
H12 4.11194 -0.03740 -3.54922  0.35
H13 0.11475 4.71881 -0.90527  0.40
H14 0.02490 6.72385 1.09293  0.37
C11 1.83220 -0.15107 -0.41970  -1.49
C12 -4.81396 -2.44492 -0.09780  -0.55
H15 0.67468 -5.65475 -1.89230  0.52
C13 -0.30390 4.22677 0.00136  -1.09
H16 3.08056 -0.96101 -4.72269  0.39
Te1 -1.15088 2.30478 -0.65505  0.28
H17 -2.85338 2.29829 1.47584  0.47
C14 1.33845 -4.89877 -1.55045  -0.84
C15 1.87980 -0.02442 2.20024  0.28
N2 1.16223 -1.35586 -0.38939  2.32
Zn1 -0.72056 -1.62884 0.08175  0.07
H18 1.96025 0.98355 -3.62531  0.58
H19 0.55366 3.89062 0.64522  0.29
H20 -3.94826 -4.77948 2.28031  0.45
F1 -0.46062 -3.33507 -1.43027  -0.28
C16 -3.58185 5.26239 1.54729  -0.66
C17 -2.82256 3.01062 0.67319  -1.30
C18 0.90383 -3.61188 -1.32403  -0.25
C19 -3.31910 6.60264 1.84127  -0.49
H21 -3.69960 2.81041 0.05288  0.47
C20 2.87032 1.75249 0.77625  -0.83
C21 3.22287 -0.68796 -3.63187  -1.34
H22 3.11173 -6.20991 -1.50474  0.33
C22 2.29128 -1.52018 2.43755  -1.23
C23 2.16531 0.54817 0.82820  0.84
C24 0.43096 0.29349 2.75381  -0.96
C25 -2.56083 4.41581 1.06555  0.61
C26 -3.90626 -3.96508 1.52800  -0.57
C27 2.23129 0.50029 -1.61640  1.13
C28 -1.00556 6.35497 1.16779  -0.37
C29 3.26083 2.36963 -0.41000  -1.27
H23 -4.13650 7.26540 2.12395  0.34
H24 0.29104 1.40179 2.64123  0.21
H25 3.08733 2.28738 1.71466  0.29
H26 -5.98927 -3.89919 1.08589  0.36
C30 3.11186 -2.88346 -0.68121  -0.50
H27 4.57363 -4.36329 -0.57318  0.37
C31 -3.23231 -0.62777 -1.07365  -0.11
O4 -4.16553 -0.17448 -1.74070  -0.76
H28 -4.57911 4.85839 1.71072  0.41
C32 3.54598 -4.18157 -0.87490  -0.92
H29 3.24322 2.15237 -2.51680  0.45
C33 -3.54272 -1.87344 -0.21859  0.58
H30 3.46742 -1.63088 -3.12954  0.22
H31 -0.37794 -0.24035 2.22145  -0.10
H32 0.34774 -0.05891 3.80733  0.44

Forces on atoms 1 to 2 (eV/Å):
H 0.030 0.198 0.889
H 0.426 0.107 0.584

## Properties
energy above the lowest of the compared OMol25 structures with the same formula, charge and spin	0.0	kJ/mol
gap between HOMO and LUMO	7.2	eV
net charge	-1
strongest force on any atom	2.7	eV Å⁻¹

---

Entry 4:
The following is a DFT calculation (ωB97M-V with the def2-TZVPD basis set) of a 4-piece molecular cluster, C32H64NO6 overall.

Last column: Mulliken charge in e.
Geometry (Å):
H1 -9.81898 -6.85527 -2.40216  0.23
H2 2.00022 1.27689 -0.32808  0.36
H3 2.36057 10.27415 -0.47785  0.40
C1 4.34559 7.40227 -4.73598  -1.23
O1 2.52510 -6.86669 0.73973  -0.42
C2 1.88813 4.92541 2.60256  -0.22
H4 -8.36417 -6.91836 -0.01775  0.36
H5 1.14914 0.45183 3.35483  0.40
C3 0.23225 0.93291 0.70054  0.30
H6 -2.92716 -3.02236 -0.46116  0.33
H7 -2.87624 -5.71546 0.44967  0.24
C4 -3.41101 -5.25008 -0.48552  -0.64
C5 4.98725 5.30974 2.31280  -0.34
H8 -7.17145 -4.28074 -1.34848  0.29
H9 5.84105 5.62447 1.70092  0.39
H10 3.72488 6.72865 1.30594  -0.45
H11 1.03126 -3.52303 4.38114  0.44
H12 3.52978 8.06461 -5.03852  0.29
H13 5.35749 6.71594 -2.98130  0.38
C6 -0.47066 -1.70261 -0.34010  -0.58
C7 2.66705 6.14636 3.09840  -0.89
C8 -10.04093 -5.81369 -2.65700  -0.36
H14 3.31249 8.78667 -0.47818  0.19
O2 3.89574 -1.15349 2.68960  -0.38
C9 5.04497 -6.27595 1.19198  -0.95
H15 -9.43799 -5.00245 -0.76045  0.31
C10 -7.10681 -6.40109 -1.71777  -0.20
H16 6.24784 4.13885 3.61420  0.39
H17 4.73671 8.34841 -2.84330  0.28
C11 1.50398 -6.05228 0.05289  -0.56
H18 4.15107 6.40474 -5.14250  0.29
H19 0.75538 5.94390 1.06157  0.34
H20 -6.03203 -6.39210 -1.93497  0.12
H21 1.06862 -6.70735 -0.84439  0.30
H22 2.76395 -3.33635 3.65673  0.24
H23 3.48899 6.68817 -1.44463  -0.30
C12 3.45629 -6.03254 1.51527  0.35
H24 -3.72461 -6.04180 -1.29908  0.20
H25 1.56811 8.72317 -0.15527  0.23
O3 3.04972 -0.16952 2.57355  -0.10
H26 2.01850 7.02949 3.03887  0.41
C13 1.70186 -3.83761 3.44492  -1.11
H27 5.25114 -6.94113 0.25118  0.29
H28 2.23533 5.16465 0.46684  0.16
C14 -7.67055 -5.00610 -2.00414  -0.58
H29 3.95581 -1.66932 1.81843  0.33
H30 5.96381 5.79066 4.18695  0.31
H31 1.17374 7.10394 -2.13170  0.35
C15 0.25809 -0.70467 0.78449  0.60
H32 -6.85440 -7.82858 -0.12019  0.38
C16 -9.18529 -4.86147 -1.81768  -0.77
H33 4.42960 7.33417 2.78940  0.45
C17 -9.87412 -5.60687 -4.15419  -1.17
H34 3.29003 -6.32979 2.65895  0.17
H35 2.89125 6.01082 4.16274  0.34
H36 -7.39955 -4.72157 -3.02705  0.36
H37 1.10502 9.55113 -2.46208  0.35
H38 0.82553 4.18357 0.87751  0.28
C18 0.99631 -1.51221 2.04457  0.03
H39 -2.99695 -3.70605 -2.21669  0.32
C19 3.26334 6.78754 -2.51232  0.14
H40 2.82163 9.59955 -2.81403  0.26
C20 1.72874 -0.55363 3.17086  -0.76
H41 1.67086 7.57743 -3.74141  0.34
H42 -0.71730 -6.00181 0.56947  -0.03
C21 0.27271 -5.55169 1.05707  -0.28
C22 3.96347 6.44861 2.33811  0.12
H43 -1.01370 -1.22480 -1.26814  0.39
C23 4.49712 7.35112 -3.22364  -0.53
H44 -4.43549 -4.79564 -0.07577  0.23
H45 1.91053 -1.11370 4.18637  0.30
H46 -10.52990 -6.28863 -4.70410  0.37
H47 2.49429 4.01844 2.69777  0.10
H48 3.25375 -4.86710 1.35537  -0.12
H49 1.01691 4.78147 3.25284  0.38
C24 1.97685 7.60226 -2.68917  -0.76
C25 -7.30429 -6.84273 -0.27599  -1.22
H50 -9.46509 -3.82788 -2.05743  0.38
H51 -7.54896 -7.13930 -2.39321  0.35
H52 4.56726 4.42760 1.82076  0.20
H53 5.54940 -5.20704 1.02409  0.24
C26 -2.59787 -3.94483 -1.12641  -0.41
H54 5.26577 7.78028 -5.19307  0.38
C27 -0.43189 -3.36389 -0.15012  0.08
H55 4.69207 4.56076 4.33530  0.29
H56 -6.82822 -6.14059 0.41575  0.24
H57 0.35121 -6.03079 2.12178  0.46
C28 2.06087 9.06258 -2.23784  -0.46
O4 1.24090 1.79770 0.06882  -0.38
C29 0.96342 -3.18241 2.12797  0.71
O5 -1.14235 -4.14111 -1.21122  -0.29
N1 0.28514 -4.03291 1.03954  0.35
H58 5.57613 -6.71231 2.15832  0.25
C30 2.34313 9.21487 -0.75146  -1.00
C31 5.49706 4.93157 3.69478  -1.30
H59 -8.84713 -5.80320 -4.47739  0.28
H60 -11.09459 -5.65287 -2.39904  0.37
H61 1.73644 -5.00720 3.45803  0.20
O6 -0.82868 1.54332 1.29846  -0.48
H62 2.02453 -5.12892 -0.44364  0.41
C32 1.40151 5.06705 1.16892  -0.96
H63 -10.13535 -4.58250 -4.43755  0.29
H64 3.07906 5.76840 -2.87640  0.39

Forces on atoms 1 to 2 (eV/Å):
H -0.002 0.060 0.032
H -1.233 0.470 0.722

## Properties
energy above the lowest of the compared OMol25 structures with the same formula, charge and spin	1275.7	kJ/mol
gap between HOMO and LUMO	6.9	eV
net charge	+1
strongest force on any atom	9.5	eV Å⁻¹

---

Entry 5:
The following is a DFT calculation (ωB97M-V with the def2-TZVPD basis set) of C5H12O as an isolated structure.

Last column: natural (NBO) charge in e.
Geometry (Å):
C1 -0.29110 0.35312 -0.66061  -0.06
C2 -1.84758 -1.18343 0.45522  -0.60
H1 0.21356 -1.40816 -1.57663  0.21
H2 -1.22539 -2.07627 0.33227  0.21
O1 1.46715 -1.19417 0.07849  -0.75
H3 1.72597 2.51363 -0.52936  0.22
C3 1.07383 1.93390 0.13013  -0.72
H4 -1.60783 0.90783 0.94175  0.21
H5 -2.48862 -1.33876 1.32891  0.22
H6 0.55057 2.56990 0.84588  0.22
H7 1.62552 1.13901 0.62642  0.24
H8 -0.27817 -0.14153 1.48435  0.20
H9 -2.48922 -1.07997 -0.42660  0.21
C4 0.76905 -0.62464 -1.02999  -0.20
C5 -0.97048 0.06283 0.65518  -0.51
H10 0.21641 1.59760 -0.64977  0.24
H11 2.08446 -1.85436 -0.25902  0.47
H12 1.47187 -0.17652 -1.74663  0.18

Forces on atoms 1 to 2 (eV/Å):
C 0.105 -0.225 0.170
C -0.034 -0.083 -0.032

## Properties
energy above the lowest of the compared OMol25 structures with the same formula, charge and spin	413.6	kJ/mol
gap between HOMO and LUMO	8.7	eV
strongest force on any atom	0.4	eV Å⁻¹

---

Entry 6:
The following is a DFT calculation (ωB97M-V with the def2-TZVPD basis set) of one molecule with the formula C4H7NO.

Last column: natural (NBO) charge in e.
Geometry (Å):
C1 -0.61995 1.04747 0.61354  -0.09
O1 0.57419 1.36687 -0.13530  -0.53
H1 -0.64748 1.49008 1.62679  0.19
H2 -1.39358 1.57538 0.06048  0.18
C2 0.39367 -0.98696 -0.13376  -0.11
H3 -1.04897 -0.92948 1.61579  0.22
H4 -1.20796 -0.53262 -1.33349  0.35
N1 -0.93175 -1.22675 -0.63683  -0.56
H5 1.28329 0.26152 -1.71368  0.18
H6 0.90878 -1.87933 0.19043  0.21
H7 2.20918 0.09392 -0.21010  0.18
C3 1.20193 0.19082 -0.61914  -0.08
C4 -0.72135 -0.47092 0.67527  -0.12

Forces on atoms 1 to 2 (eV/Å):
C 0.055 0.114 -0.306
O -0.221 0.011 0.497

## Properties
energy above the lowest of the compared OMol25 structures with the same formula, charge and spin	226.3	kJ/mol
gap between HOMO and LUMO	10.6	eV
strongest force on any atom	1.5	eV Å⁻¹

---

Question: Which of these has the lowest strongest force on any atom?
Answer: C5H12O